# 1
Formula: C6H10O
Source: the OMol25 dataset
Level of theory: the ωB97M-V functional and the def2-TZVPD basis

XYZ file:
```
17
Properties=species:S:1:pos:R:3
O -1.927 0.592 0.073
C -0.051 -0.738 0.324
C -2.153 -0.409 -0.739
C -0.813 -1.080 -0.950
C 0.158 1.862 0.030
C -0.566 0.672 0.629
C 1.442 -0.967 0.309
H 1.129 1.997 0.518
H 1.938 -0.372 -0.462
H -0.413 -0.634 -1.878
H -0.425 2.778 0.182
H 0.321 1.733 -1.044
H -0.719 0.833 1.700
H -0.933 -2.146 -1.154
H -0.511 -1.382 1.083
H 1.646 -2.022 0.099
H 1.876 -0.716 1.280
```

* net charge: 0
* E_HOMO: -8.220 eV
* molecular weight: 98.14 g mol⁻¹
* energy: -309.7696 Ha
* multiplicity: 1
* ΔE to the lowest compared entry with this formula, charge and spin: 1.981 eV



# 2
Formula: C6H10O
Source: the OMol25 dataset
Level of theory: the ωB97M-V functional and the def2-TZVPD basis

XYZ file:
```
17
Properties=species:S:1:pos:R:3
O 0.305 -1.029 1.351
C -1.503 -0.115 0.048
C 0.928 0.018 -0.755
C 2.390 0.020 -0.345
C -1.588 2.529 -0.073
C -1.535 1.331 -0.002
C -0.031 -0.467 0.334
H 0.737 -0.729 -1.529
H 2.558 0.794 0.402
H 3.062 0.236 -1.192
H -1.070 -2.407 1.637
H -1.879 -0.531 -0.905
H -1.804 3.560 -0.191
H 0.633 1.002 -1.127
H 2.626 -0.959 0.061
H -1.667 -2.796 1.432
H -2.163 -0.457 0.851
```

* net charge: 0
* E_HOMO: -9.650 eV
* molecular weight: 98.14 g mol⁻¹
* energy: -309.7446 Ha
* multiplicity: 1
* ΔE to the lowest compared entry with this formula, charge and spin: 2.660 eV



# 3
Formula: C6H10O
Source: the OMol25 dataset
Level of theory: the ωB97M-V functional and the def2-TZVPD basis

XYZ file:
```
17
Properties=species:S:1:pos:R:3
O 1.033 0.605 1.028
C 2.313 0.816 1.121
C -1.784 0.643 0.039
C -0.914 -0.576 0.113
C 0.596 -0.461 0.123
C 1.242 -0.104 -1.224
C -1.754 -0.186 1.295
H -1.244 -1.458 -0.436
H 1.008 -1.387 0.538
H 2.012 0.660 -1.055
H -2.621 -0.801 1.522
H 2.829 -0.051 0.607
H -2.674 0.609 -0.583
H 1.727 -0.959 -1.696
H -1.276 1.603 0.070
H 0.522 0.355 -1.901
H -1.253 0.233 2.162
```

* net charge: 0
* E_HOMO: -8.506 eV
* molecular weight: 98.14 g mol⁻¹
* energy: -309.7004 Ha
* multiplicity: 1
* ΔE to the lowest compared entry with this formula, charge and spin: 3.863 eV



# 4
Formula: C6H10O
Source: the OMol25 dataset
Level of theory: the ωB97M-V functional and the def2-TZVPD basis

XYZ file:
```
17
Properties=species:S:1:pos:R:3
O -0.634 1.233 -0.086
C 0.775 1.467 -0.247
C -2.344 -0.442 0.267
C 1.787 -0.372 1.163
C -1.018 -0.062 -0.287
C 1.697 0.282 0.009
C -0.250 -0.888 -0.990
H 2.536 -1.142 1.316
H 1.038 2.240 0.480
H 0.946 1.878 -1.251
H 1.067 -0.222 1.969
H -2.660 -1.339 -0.273
H -2.344 -0.627 1.342
H 0.296 -0.420 -1.778
H -3.056 0.356 0.032
H 2.353 0.016 -0.821
H -0.189 -1.959 -0.844
```

* net charge: 0
* E_HOMO: -7.819 eV
* molecular weight: 98.14 g mol⁻¹
* energy: -309.7564 Ha
* multiplicity: 1
* ΔE to the lowest compared entry with this formula, charge and spin: 2.338 eV



# 5
Formula: C6H10O
Source: the OMol25 dataset
Level of theory: the ωB97M-V functional and the def2-TZVPD basis

XYZ file:
```
17
Properties=species:S:1:pos:R:3
O -1.181 -1.634 -0.789
C 1.022 -0.532 -1.209
C -0.479 0.346 0.470
C -0.477 -0.402 -0.849
C -1.730 0.541 1.270
C 1.783 0.407 -0.249
C 0.746 0.765 0.782
H -2.497 1.079 0.697
H 1.220 -0.303 -2.261
H -2.163 -0.427 1.546
H 2.664 -0.065 0.201
H 0.985 1.337 1.675
H -0.834 -2.119 -0.026
H -1.002 0.171 -1.619
H 1.316 -1.573 -1.052
H 2.146 1.303 -0.769
H -1.519 1.107 2.183
```

* net charge: 0
* E_HOMO: -9.152 eV
* molecular weight: 98.14 g mol⁻¹
* energy: -309.8415 Ha
* multiplicity: 1
* ΔE to the lowest compared entry with this formula, charge and spin: 0.023 eV



# 6
Formula: C6H10O
Source: the OMol25 dataset
Level of theory: the ωB97M-V functional and the def2-TZVPD basis

XYZ file:
```
17
Properties=species:S:1:pos:R:3
O 0.221 2.252 -0.380
C -1.849 0.139 -0.484
C 2.260 0.098 0.343
C 0.056 -1.114 0.440
C 0.786 -0.060 0.030
C 0.221 0.986 -0.850
C -1.409 -1.209 0.075
H -2.100 0.892 0.271
H -2.630 0.089 -1.255
H 0.328 2.271 0.592
H 2.855 0.134 -0.579
H 2.617 -0.735 0.959
H -1.553 -1.983 -0.697
H 2.461 1.033 0.886
H -2.016 -1.537 0.938
H 0.526 -1.950 0.964
H -0.861 0.629 -1.325
```

* net charge: 0
* E_HOMO: -7.359 eV
* molecular weight: 98.14 g mol⁻¹
* energy: -309.7094 Ha
* multiplicity: 1
* ΔE to the lowest compared entry with this formula, charge and spin: 3.617 eV



# 7
Formula: C6H10O
Source: the OMol25 dataset
Level of theory: the ωB97M-V functional and the def2-TZVPD basis

XYZ file:
```
17
Properties=species:S:1:pos:R:3
O -0.511 1.739 1.193
C -1.468 0.920 1.418
C 0.324 -1.129 0.326
C -2.180 0.180 0.502
C 2.087 0.143 -0.843
C 0.644 0.461 -0.932
C 1.226 -1.067 -0.728
H -0.478 -1.856 0.328
H 2.678 0.174 -1.754
H -1.699 0.710 2.483
H 0.130 0.489 -1.888
H 2.592 0.497 0.052
H 0.482 -0.555 1.234
H 1.115 -1.725 -1.584
H 0.182 1.090 -0.085
H -2.986 -0.466 0.842
H -2.137 0.396 -0.564
```

* net charge: 0
* E_HOMO: -7.053 eV
* molecular weight: 98.14 g mol⁻¹
* energy: -309.6718 Ha
* multiplicity: 1
* ΔE to the lowest compared entry with this formula, charge and spin: 4.642 eV



# 8
Formula: C6H10O
Source: the OMol25 dataset
Level of theory: the ωB97M-V functional and the def2-TZVPD basis

XYZ file:
```
17
Properties=species:S:1:pos:R:3
O -1.326 2.230 0.891
C -1.121 -1.188 -0.453
C -1.688 0.060 0.067
C 0.162 -1.513 -0.269
C -0.865 0.998 0.546
C 1.028 -0.690 0.652
C 0.622 0.789 0.678
H 0.922 -1.110 1.664
H 1.499 0.143 -2.627
H -0.582 2.758 1.205
H 0.940 1.244 1.627
H 2.091 -0.768 0.398
H 0.581 -2.413 -0.706
H 1.131 -0.336 -2.198
H -2.750 0.263 -0.008
H 1.126 1.349 -0.123
H -1.787 -1.836 -1.017
```

* net charge: 0
* E_HOMO: -7.769 eV
* molecular weight: 98.14 g mol⁻¹
* energy: -309.7929 Ha
* multiplicity: 1
* ΔE to the lowest compared entry with this formula, charge and spin: 1.345 eV